No. 1
{"formula": "C3H3O2", "method": "ωB97M-V/def2-TZVPD", "symbols": ["C", "C", "C", "O", "O", "H", "H", "H"], "xyz": [[0.0596, 0.4922, 0.6872], [1.0544, 1.3232, 0.9543], [0.3748, 0.2415, -1.6764], [2.0886, 1.7958, 1.0426], [0.0821, 1.1343, -2.3100], [-0.9185, 0.6644, 0.5453], [0.0468, -0.5316, 1.1383], [0.6732, -0.7459, -1.2870]], "forces_ev_per_a": [[1.293, -2.595, 0.021], [1.550, -0.379, -0.037], [-0.451, 0.836, 0.407], [-0.659, 0.524, 0.228], [0.581, -1.518, 0.908], [-3.283, 1.847, -0.484], [0.998, 0.854, -0.115], [-0.029, 0.432, -0.929]], "nbo_charge": [-0.856, 0.806, 0.688, -0.313, -0.241, 0.288, 0.315, 0.314], "total_energy_ha": -266.1934, "fmax_ev_per_a": 3.8, "total_charge": 1, "spin_multiplicity": 1, "lumo_energy_ev": -6.1, "orbital_gap_ev": 9.221}



No. 2
{"formula": "C4H11N2", "method": "ωB97M-V/def2-TZVPD", "symbols": ["C", "C", "C", "C", "N", "N", "H", "H", "H", "H", "H", "H", "H", "H", "H", "H", "H"], "xyz": [[0.2604, 1.6368, -1.5261], [0.9734, 0.2020, -1.0683], [0.1844, -0.4226, 0.1356], [0.4762, -0.9955, 1.2791], [-0.3621, -1.1295, 2.4724], [-1.2856, -0.5404, -0.3174], [-0.5985, 1.4205, -2.0870], [-0.0608, 2.2744, -0.6698], [0.8782, 2.3242, -2.1039], [2.0664, 0.5701, -0.6467], [1.1078, -0.5362, -1.8982], [1.5728, -1.1921, 1.4052], [0.0317, -1.8419, 3.1562], [-0.6233, -0.2485, 3.0234], [-1.4180, -1.1593, -1.0449], [-1.2781, 0.3913, -0.6148], [-1.9246, -0.7532, 0.5051]], "forces_ev_per_a": [[1.223, -1.076, 1.754], [2.005, 2.109, 1.849], [-0.886, -0.931, -2.674], [1.927, 0.770, 3.145], [0.490, -0.512, 0.125], [0.788, 1.109, 4.722], [-1.265, -0.163, -1.122], [0.310, -0.781, -0.124], [0.332, -0.635, -0.138], [-2.740, -1.407, -1.114], [-0.157, 0.858, 0.559], [-0.936, 0.320, 0.204], [-0.725, 1.372, -1.369], [0.828, -1.589, -1.575], [-0.181, -1.799, -2.044], [-1.877, 1.929, -0.977], [0.863, 0.426, -1.220]], "nbo_charge": [-0.638, -0.464, 0.076, 0.027, -0.888, -0.709, 0.195, 0.225, 0.267, 0.270, 0.246, 0.220, 0.413, 0.420, 0.429, 0.445, 0.467], "total_energy_ha": -268.1898, "fmax_ev_per_a": 4.9, "total_charge": 1, "spin_multiplicity": 1, "lumo_energy_ev": -3.5, "orbital_gap_ev": 10.002}



No. 3
{"formula": "C5H36N3O11", "method": "ωB97M-V/def2-TZVPD", "symbols": ["C", "C", "C", "C", "C", "N", "N", "N", "H", "H", "H", "H", "H", "H", "H", "H", "H", "H", "H", "H", "H", "H", "H", "H", "O", "H", "H", "O", "H", "H", "O", "H", "H", "O", "H", "H", "O", "H", "H", "O", "H", "H", "O", "H", "H", "O", "H", "H", "O", "H", "H", "O", "H", "H", "O"], "xyz": [[-0.8681, 1.7617, -1.9404], [-0.8258, 0.3605, -1.1278], [0.6543, 0.0480, -0.7631], [0.7943, -0.1211, 0.7491], [0.0629, -0.7754, 1.6513], [0.2700, -0.5198, 3.1306], [1.8269, 0.7471, 1.3151], [-1.6066, -0.5980, -1.8843], [0.0551, 2.0321, -2.4385], [-1.6280, 1.6825, -2.7114], [-1.1273, 2.6777, -1.3183], [-1.3601, 0.6605, -0.2119], [1.3045, 1.0252, -1.2059], [1.1955, -0.8156, -1.1744], [-0.7370, -1.3726, 1.3438], [1.2738, -0.8266, 3.2658], [-0.4289, -0.9760, 3.6304], [0.2939, 0.5058, 3.4599], [1.7775, 1.6821, 1.0008], [2.7144, 0.3636, 1.3384], [-2.2045, -0.1176, -2.5839], [-1.1144, -1.2573, -2.3258], [-2.3152, 2.8147, 0.8115], [-1.5516, 4.0645, 1.4768], [-1.4948, 3.1374, 1.3648], [2.8103, -2.1706, -3.1282], [2.8984, -0.6141, -3.1888], [2.2885, -1.3027, -2.9813], [-2.0797, 0.2400, 4.0228], [-1.4641, 1.6476, 3.5504], [-1.6699, 1.0536, 4.2430], [-2.9169, -3.2358, -0.4918], [-2.6544, -1.7488, -0.7139], [-2.3695, -2.5054, -0.0407], [-2.4762, -2.6152, 3.7189], [-2.3314, -2.3114, 2.4405], [-2.3656, -1.7554, 3.2780], [4.2911, -1.5287, 2.2383], [2.9462, -1.9932, 1.7549], [3.3430, -1.5553, 2.4947], [2.3559, -1.9941, -0.5079], [2.2514, -3.3556, 0.0161], [2.7847, -2.6326, 0.0568], [2.6340, 4.2989, -0.7142], [1.1959, 4.1915, -0.2176], [2.0498, 3.7905, -0.1213], [-0.0207, -4.2548, -1.2745], [-0.7904, -2.9152, -0.8233], [0.0329, -3.2475, -1.1601], [2.0945, 1.1909, -3.2174], [2.5062, 2.0162, -4.5095], [2.2206, 1.1344, -4.1574], [-4.5234, 2.3147, -2.4567], [-4.1186, 1.4086, -1.2119], [-3.8834, 2.2662, -1.7502]], "forces_ev_per_a": [[-0.282, 0.312, 0.902], [0.148, 2.872, -1.272], [0.577, 1.382, -0.038], [1.911, 2.749, 0.872], [0.708, 1.612, -0.216], [3.789, 1.813, -2.357], [-2.938, -0.782, 0.701], [-3.428, 2.738, 1.389], [0.352, -0.330, -0.121], [-0.081, 0.217, 0.028], [0.228, -1.357, -0.450], [0.225, -0.727, -0.012], [-1.521, -2.704, 1.948], [-1.001, 0.229, -0.734], [-1.096, -0.933, 0.181], [-1.169, -0.076, 0.539], [-1.307, -1.419, 1.344], [-0.356, -1.684, -1.111], [0.223, 0.936, -0.781], [2.008, -0.836, 0.164], [0.740, -0.506, 0.738], [2.654, -3.042, -2.074], [2.371, 1.420, 1.645], [-0.469, 1.489, 0.048], [-1.896, -2.976, -1.612], [-1.295, 2.194, 0.317], [0.816, 0.724, -0.648], [0.646, -3.315, 0.281], [-0.916, -0.746, -1.080], [-0.413, 0.623, -1.600], [0.871, 0.502, 2.550], [1.194, 1.095, 1.416], [1.523, -1.078, 1.597], [-2.669, -0.086, -2.656], [-0.227, 0.649, 1.717], [-0.032, 2.085, -0.178], [0.180, -2.765, -1.532], [-0.873, -0.019, 0.489], [-0.405, -0.761, -1.184], [1.216, 0.772, 0.869], [-0.084, 0.185, -0.485], [-2.500, -3.339, -0.242], [2.578, 2.921, 0.480], [-0.341, -0.324, 0.455], [-0.725, 0.335, -0.051], [0.999, -0.140, -0.388], [-0.222, 2.435, 0.313], [-1.141, -0.119, 0.595], [1.622, -2.467, -0.852], [-0.141, 0.570, 0.534], [-0.401, -1.176, 0.822], [0.531, 0.909, -1.355], [-0.445, -0.058, -0.242], [0.450, 2.552, -1.756], [-0.188, -2.554, 2.092]], "nbo_charge": [-0.606, -0.059, -0.474, 0.238, -0.134, -0.721, -0.907, -0.863, 0.197, 0.213, 0.216, 0.178, 0.229, 0.272, 0.227, 0.479, 0.447, 0.474, 0.401, 0.398, 0.381, 0.381, 0.492, 0.483, -0.971, 0.489, 0.483, -0.963, 0.490, 0.490, -0.969, 0.486, 0.516, -1.016, 0.485, 0.497, -0.968, 0.488, 0.492, -0.993, 0.484, 0.481, -0.940, 0.482, 0.476, -0.953, 0.485, 0.495, -1.000, 0.464, 0.488, -0.946, 0.484, 0.473, -0.953], "total_energy_ha": -1203.6811, "fmax_ev_per_a": 4.8, "total_charge": 1, "spin_multiplicity": 1, "lumo_energy_ev": -2.5, "orbital_gap_ev": 9.608}



No. 4
{"formula": "H20O10Sn", "method": "ωB97M-V/def2-TZVPD", "symbols": ["Sn", "O", "H", "H", "O", "H", "H", "O", "H", "H", "O", "H", "H", "O", "H", "H", "O", "H", "H", "O", "H", "H", "O", "H", "H", "O", "H", "H", "O", "H", "H"], "xyz": [[-0.0690, 0.0514, -0.1902], [0.0160, 0.9244, -2.5232], [-0.6730, 1.2084, -3.1662], [0.9050, 1.1034, -2.8222], [1.8570, -0.9816, -1.6732], [2.6360, -1.2266, -1.2312], [1.6300, -1.8476, -2.0632], [-2.6660, -0.4266, -0.7472], [-2.8880, -0.7526, 0.1878], [-3.0010, -0.9996, -1.3922], [0.8640, 0.7294, 2.3998], [1.7540, 1.1174, 2.5318], [0.2730, 1.4624, 2.7128], [-0.6050, -2.1056, -1.6762], [-0.9990, -1.7166, -2.4642], [-0.8800, -3.0186, -1.7082], [-0.7290, 2.5514, -0.1462], [-0.7630, 2.9214, -1.0102], [-1.6360, 2.7104, 0.0518], [-2.0540, 0.9044, 1.6258], [-2.7770, 0.3184, 1.8518], [-2.0160, 1.4044, 2.4138], [2.0110, 1.8004, -0.2362], [2.9090, 1.7904, -0.5682], [1.8300, 2.3804, 0.4998], [2.3600, -1.1876, 1.0998], [2.8710, -1.9536, 1.3898], [1.7380, -1.1976, 1.8238], [-0.4220, -1.7126, 1.4658], [-0.5940, -2.6526, 1.2578], [-0.8820, -1.5986, 2.3048]], "forces_ev_per_a": [[0.868, 0.470, -0.370], [-1.607, -0.037, -0.129], [1.085, -0.107, 0.360], [0.347, 0.148, -0.571], [-1.397, -0.405, -1.300], [1.961, 0.055, 1.413], [-0.440, 0.642, -0.122], [0.719, 1.373, 3.637], [0.091, 0.301, -2.637], [-1.109, -1.607, -1.126], [-0.350, 1.683, 0.429], [-0.369, -0.537, -0.076], [0.714, -1.025, -0.237], [-0.014, 0.188, -0.213], [0.119, 0.056, -0.224], [-0.109, -0.694, 0.077], [0.393, -0.311, 0.409], [1.026, 0.596, -1.626], [-1.470, -0.104, 1.252], [-0.132, -0.949, -0.879], [-0.510, -0.235, -0.092], [0.296, 1.336, 1.462], [-1.099, -0.987, -0.682], [0.351, 0.431, 0.478], [0.665, 0.553, 0.026], [0.388, -0.556, 0.298], [0.614, -0.075, -0.509], [-0.721, 0.499, 0.370], [-0.707, -1.421, 0.341], [0.303, 0.423, -0.065], [0.094, 0.292, 0.307]], "nbo_charge": [1.564, -0.994, 0.523, 0.529, -0.950, 0.499, 0.504, -0.945, 0.493, 0.499, -0.963, 0.508, 0.492, -0.965, 0.497, 0.507, -0.940, 0.497, 0.498, -0.947, 0.484, 0.494, -0.977, 0.518, 0.504, -0.961, 0.493, 0.488, -0.975, 0.514, 0.512], "total_energy_ha": -978.1580, "fmax_ev_per_a": 4.0, "total_charge": 2, "spin_multiplicity": 1, "lumo_energy_ev": -6.2, "orbital_gap_ev": 10.237}